This record from the OMol25 dataset describes the molecule C5H11NO. The level of theory is ωB97M-V/def2-TZVPD.

Computed properties:
HOMO energy in eV: -9.265
SMILES string: CC(C)N(C)C=O

Geometry (Å):
C: -0.989 -1.472 -0.535
C: -0.597 -0.004 -0.531
C: -1.404 0.780 0.506
N: 0.847 0.214 -0.293
C: 1.539 -0.567 0.709
C: 1.311 1.476 -0.575
O: 0.818 2.218 -1.398
H: -0.850 -1.936 0.449
H: -2.053 -1.570 -0.780
H: -0.410 -2.021 -1.281
H: -0.795 0.427 -1.516
H: -1.028 1.804 0.513
H: -2.473 0.794 0.261
H: -1.302 0.346 1.510
H: 1.033 -0.515 1.680
H: 1.635 -1.621 0.419
H: 2.550 -0.165 0.809
H: 2.168 1.811 0.052

Mulliken atomic charge list, values in e, 6 entries: C -1.5263; C 0.3533; C -1.2807; N 0.1024; C -0.9118; C 0.0643

This record from the OMol25 dataset describes the molecule C5H11NO. The level of theory is ωB97M-V/def2-TZVPD.

Computed properties:
HOMO energy (alpha / beta) in eV: -6.973 / -6.974

Geometry (Å):
C: 1.152 -0.298 -1.858
C: 1.333 -0.635 -0.415
C: 0.773 0.017 1.775
N: 0.428 -0.439 0.534
C: -1.014 -0.589 0.275
C: -1.711 0.765 0.131
O: -1.723 1.492 1.327
H: 0.162 -0.541 -2.258
H: 1.901 -0.819 -2.462
H: 1.311 0.783 -2.013
H: 2.344 -0.733 -0.033
H: 1.798 0.361 1.867
H: 0.284 -0.436 2.630
H: -1.151 -1.213 -0.612
H: -1.433 -1.113 1.139
H: -1.237 1.325 -0.692
H: -2.755 0.583 -0.151
H: -0.810 1.435 1.679

Mulliken atomic charge list, values in e, 6 entries: C -1.0633; C -0.0239; C -0.8602; N 0.1287; C -0.8393; C -0.2623

This record from the OMol25 dataset describes a cluster of 2 separate species, C5H11NO in total in a non-equilibrium geometry. The level of theory is ωB97M-V/def2-TZVPD.

Computed properties:
HOMO energy in eV: -7.941
SMILES string: C=CCNC=C.O

Geometry (Å):
C: -0.697 -2.052 -0.720
C: 0.491 -1.489 -0.443
C: 1.136 -0.412 -1.111
N: 1.022 0.857 -0.429
C: -0.018 1.715 -0.661
C: -0.988 2.262 0.105
H: -1.170 -2.820 -0.116
H: -1.295 -1.524 -1.339
H: 1.061 -1.656 0.508
H: 2.150 -0.737 -1.088
H: 0.655 -0.250 -2.073
H: 1.131 0.724 0.578
H: -0.198 1.653 -1.762
H: -0.911 2.454 1.150
H: -1.969 2.090 -0.268
O: 0.266 -0.270 2.517
H: -0.419 0.190 1.985
H: -0.246 -0.734 3.169

Mulliken atomic charge list, values in e, 6 entries: C -0.8116; C -0.0089; C -0.6901; N -0.3252; C 0.1024; C -0.9916

This record from the OMol25 dataset describes a cluster of 2 separate species, C5H11NO in total. The level of theory is ωB97M-V/def2-TZVPD.

Computed properties:
HOMO energy in eV: -6.839

Geometry (Å):
C: 2.352 -0.392 -1.277
C: 1.301 -0.343 -0.232
C: 0.936 0.356 1.010
N: 0.072 0.137 -0.148
C: -1.182 0.151 -0.494
C: -2.285 0.665 0.394
O: -1.900 0.894 1.731
H: 1.945 -0.791 -2.211
H: 3.159 -1.060 -0.959
H: 2.795 0.594 -1.488
H: 0.098 -2.164 -0.031
H: 1.197 1.407 1.199
H: 0.680 -0.215 1.906
H: -1.421 -0.167 -1.504
H: -0.663 -2.181 -0.022
H: -2.733 1.568 -0.052
H: -3.086 -0.081 0.442
H: -1.266 1.622 1.738

Mulliken atomic charge list, values in e, 6 entries: C -1.2271; C 0.4242; C -0.6493; N 0.0098; C -0.2582; C -0.4189

This record from the OMol25 dataset describes the molecule C5H11NO. The level of theory is ωB97M-V/def2-TZVPD.

Computed properties:
HOMO energy in eV: -9.497
SMILES string: C[C@H]1CN1CCO

Geometry (Å):
C: -0.172 -1.995 0.965
C: -0.777 -0.754 0.356
C: -1.327 0.345 1.187
N: -0.034 0.482 0.540
C: 0.043 1.378 -0.607
C: 1.112 0.855 -1.556
O: 2.347 0.695 -0.898
H: 0.635 -2.382 0.333
H: -0.921 -2.784 1.087
H: 0.250 -1.761 1.947
H: -1.249 -0.889 -0.620
H: -1.318 0.270 2.273
H: -2.157 0.920 0.774
H: -0.922 1.470 -1.137
H: 0.326 2.371 -0.238
H: 0.766 -0.097 -1.994
H: 1.266 1.559 -2.380
H: 2.132 0.318 -0.032

Mulliken atomic charge list, values in e, 6 entries: C -1.4846; C 0.3092; C -0.4988; N -0.3492; C -0.5330; C -0.4825

This record from the OMol25 dataset describes a cluster of 2 separate species, C5H11NO in total in a non-equilibrium geometry. The level of theory is ωB97M-V/def2-TZVPD.

Computed properties:
HOMO energy in eV: -8.224
SMILES string: C=C/C(C)=C/N.O

Geometry (Å):
C: -1.182 -1.343 -2.138
C: -0.580 -0.212 -1.834
C: 0.369 -0.014 -0.703
C: 0.809 1.404 -0.496
C: 0.413 -0.896 0.305
N: 1.393 -0.755 1.369
H: -1.227 -2.147 -1.409
H: -1.763 -1.596 -3.007
H: -0.648 0.675 -2.449
H: 1.241 1.563 0.499
H: 1.628 1.700 -1.161
H: 0.042 2.170 -0.490
H: -0.439 -1.472 0.655
H: 0.869 -0.324 2.140
H: 1.550 -1.690 1.761
O: -1.002 1.236 2.468
H: -0.601 1.891 1.887
H: -1.959 1.377 2.447

Mulliken atomic charge list, values in e, 6 entries: C -0.7920; C -0.2930; C 1.0377; C -1.6245; C -0.2598; N -0.6694

This record from the OMol25 dataset describes a cluster of 2 separate species, C5H11NO in total in a non-equilibrium geometry. The level of theory is ωB97M-V/def2-TZVPD.

Computed properties:
HOMO energy in eV: -7.286

Geometry (Å):
O: -0.094 0.201 -1.721
C: 1.116 0.541 -1.663
N: 1.672 1.291 -0.746
C: 0.432 -0.942 1.192
C: -1.076 -1.580 0.426
C: -0.846 -0.435 1.505
C: -1.167 0.928 1.028
H: 1.751 0.096 -2.469
H: 2.503 1.715 -1.147
H: 1.089 -0.356 0.538
H: 0.910 -1.648 1.862
H: -0.523 -1.728 -0.517
H: -1.184 -2.518 0.952
H: -2.083 -1.457 0.018
H: -1.303 -0.710 2.447
H: -0.903 1.788 1.648
H: -0.900 1.088 -0.016
H: -2.245 1.167 1.019

Mulliken atomic charge list, values in e, 6 entries: O -0.7272; C -0.0627; N -0.7496; C -0.4353; C -1.1397; C 0.7834

This record from the OMol25 dataset describes a structure of composition C5H11NO in a non-equilibrium geometry. The level of theory is ωB97M-V/def2-TZVPD.

Computed properties:
HOMO energy in eV: -7.865

Geometry (Å):
C: -1.313 2.014 0.804
C: -0.828 0.380 1.720
C: -0.637 -0.447 0.651
C: 0.681 -0.900 0.211
N: 1.040 -0.046 -1.051
C: 1.403 -1.089 -2.025
O: 0.898 -2.182 0.086
H: -2.334 2.199 1.081
H: -0.603 2.749 1.072
H: -1.202 1.678 -0.219
H: -1.619 0.342 2.496
H: 0.098 0.736 2.103
H: -1.474 -0.928 0.150
H: 1.375 -0.505 1.015
H: 0.144 0.239 -1.310
H: 1.406 -0.702 -3.054
H: 2.301 -1.567 -1.626
H: 0.663 -1.970 -2.103

Mulliken atomic charge list, values in e, 6 entries: C -0.7248; C -0.4219; C -0.3384; C 0.3841; N -0.5056; C -0.7950

This record from the OMol25 dataset describes a cluster of 2 separate species, C5H11NO in total. The level of theory is ωB97M-V/def2-TZVPD.

Computed properties:
HOMO energy in eV: -7.870

Geometry (Å):
C: -1.611 -0.767 -0.964
C: -1.352 0.522 -0.545
C: 0.800 0.653 0.322
C: 0.612 1.555 1.499
N: 0.991 -0.640 0.481
C: 1.018 -1.443 -0.752
O: 1.422 -0.854 -1.783
H: -1.580 -1.012 -2.024
H: -0.247 -1.541 -0.723
H: -2.191 -1.444 -0.335
H: -1.093 1.285 -1.270
H: -1.679 0.843 0.439
H: 1.204 1.021 -0.620
H: 0.148 2.496 1.193
H: -0.009 1.085 2.269
H: 1.587 1.792 1.942
H: 0.632 -1.093 1.316
H: 1.347 -2.459 -0.446

Mulliken atomic charge list, values in e, 6 entries: C -0.6483; C -0.5252; C -0.1444; C -1.2401; N -0.1279; C 0.1203

This record from the OMol25 dataset describes a cluster of 2 separate species, C5H11NO in total in a non-equilibrium geometry. The level of theory is ωB97M-V/def2-TZVPD.

Computed properties:
HOMO energy in eV: -9.202

Geometry (Å):
C: -0.015 1.878 -0.519
C: 0.841 0.678 0.002
C: 0.119 -0.531 0.652
C: -0.832 -0.368 1.843
N: -0.589 -1.190 -0.441
C: 0.014 -1.446 -1.627
O: 1.222 -1.551 -1.852
H: -0.775 1.514 -1.207
H: -0.578 2.383 0.292
H: 0.506 2.701 -1.038
H: 1.797 -0.081 -0.834
H: 1.491 1.157 0.731
H: 0.937 -1.168 1.017
H: -0.313 0.161 2.649
H: -1.734 0.188 1.569
H: -1.130 -1.363 2.217
H: -1.510 -1.602 -0.334
H: -0.721 -1.704 -2.402

Mulliken atomic charge list, values in e, 6 entries: C -1.2441; C -0.6121; C 0.5956; C -1.5884; N -0.1550; C -0.0464